# 1
Entry from OMol25: C10H6AlNO5S as an isolated structure (wB97M-V/def2-TZVPD).

Structure (ORCA input):
```
! wB97M-V def2-TZVPD RIJCOSX def2/J DEFGRID3
* xyz 2 1
O -0.60 2.93 -6.09
C -0.63 2.12 -5.27
Al -0.59 0.66 -2.29
C -0.69 1.38 -0.31
O -0.77 1.95 0.70
C -0.83 -1.38 -1.89
O -1.06 -2.52 -1.72
C 1.51 1.25 -2.49
O 2.61 1.57 -2.69
C -2.83 1.11 -2.36
O -3.98 1.19 -2.36
H -0.76 0.87 -3.88
S 1.38 -0.46 -0.38
C 1.09 -0.75 1.26
N 0.06 -1.60 1.63
C -0.36 -1.72 2.92
C 0.30 -1.08 3.94
C 1.42 -0.29 3.62
C 1.83 -0.18 2.31
H -0.42 -2.09 0.88
H -1.25 -2.34 3.05
H -0.06 -1.19 4.97
H 1.94 0.21 4.42
H 2.69 0.38 2.02
*
```

relative energy (zero: lowest compared OMol25 entry of this formula, charge and spin)	15.30	kcal/mol
E_HOMO	-0.5817	Ha
HOMO-LUMO gap	0.254	hartree

=====

# 2
Entry from OMol25: a 26-piece molecular cluster, C9H68NO26 overall (wB97M-V/def2-TZVPD).

Structure (ORCA input):
```
! wB97M-V def2-TZVPD RIJCOSX def2/J DEFGRID3
* xyz -1 1
C -1.16 1.01 -2.86
C -0.26 0.94 -1.59
C -0.69 2.24 -0.72
C -0.14 2.30 0.73
C -0.52 1.00 1.47
C -0.15 -0.31 0.74
N -0.49 -0.22 -0.75
O -0.40 -1.49 -1.48
C -1.04 -1.39 1.40
C 1.35 -0.67 0.97
C 1.24 1.08 -2.07
H -1.11 0.12 -3.50
H -0.98 1.88 -3.49
H -2.22 1.09 -2.61
H -1.74 2.51 -0.77
H -0.21 3.04 -1.28
H -0.52 3.23 1.13
H 0.95 2.37 0.77
H -1.60 1.01 1.64
H -0.05 0.99 2.45
H -2.12 -1.26 1.37
H -0.88 -1.47 2.47
H -0.78 -2.31 0.87
H 1.58 -0.75 2.03
H 2.06 -0.03 0.45
H 1.71 -1.59 0.52
H 1.35 0.55 -3.02
H 1.89 0.66 -1.30
H 1.49 2.11 -2.29
O -3.85 1.86 3.15
H -3.48 2.67 3.49
H -3.39 1.17 3.62
O -1.87 1.53 -6.31
H -1.02 1.84 -6.02
H -1.89 0.61 -6.05
O 4.14 -1.18 3.10
H 4.49 -1.86 2.52
H 4.00 -0.43 2.52
O -0.36 -2.94 -4.00
H -1.22 -2.79 -4.39
H -0.36 -2.42 -3.20
O 0.85 -4.31 3.08
H 0.34 -3.55 2.81
H 1.48 -4.44 2.37
O 2.01 2.33 4.07
H 2.67 2.01 4.69
H 2.39 2.17 3.21
O 3.47 1.55 1.59
H 2.83 1.42 0.90
H 4.18 2.04 1.17
O -0.94 -4.55 -1.24
H -0.15 -5.02 -1.50
H -0.64 -3.65 -1.08
O 0.60 2.43 -5.61
H 1.48 2.49 -5.22
H 0.12 3.16 -5.22
O -3.34 -1.63 -0.82
H -2.38 -1.67 -0.88
H -3.51 -0.82 -0.33
O -4.23 2.78 -3.18
H -3.52 3.04 -3.76
H -4.95 2.55 -3.76
O -3.69 -1.48 -3.55
H -4.17 -0.71 -3.26
H -3.43 -1.92 -2.74
O -2.23 0.30 4.58
H -1.67 -0.28 4.08
H -1.65 1.01 4.87
O 2.04 -4.46 0.38
H 1.56 -3.71 0.02
H 2.31 -4.96 -0.39
O 4.30 -3.84 1.56
H 3.42 -3.94 1.19
H 4.46 -4.66 2.03
O 2.59 -1.92 -2.04
H 2.04 -1.40 -1.46
H 2.04 -2.08 -2.81
O 0.09 1.42 5.60
H -0.09 2.02 6.33
H 0.60 1.95 4.99
O 0.67 -1.91 4.36
H 1.54 -2.16 4.05
H 0.83 -1.22 5.00
O 2.37 4.62 1.16
H 1.76 4.41 1.86
H 3.22 4.31 1.48
O 2.95 4.30 -1.49
H 2.71 4.33 -0.57
H 2.40 4.96 -1.91
O -2.35 4.24 -4.84
H -1.96 3.66 -5.49
H -2.78 4.93 -5.34
O -3.80 0.92 0.57
H -3.17 1.37 0.01
H -3.77 1.40 1.40
O -3.12 -4.18 0.23
H -2.51 -4.54 -0.42
H -3.50 -3.41 -0.19
O 4.48 0.32 -2.15
H 5.18 -0.31 -1.97
H 3.68 -0.17 -2.01
O -1.59 -3.47 5.06
H -0.80 -2.97 4.87
H -1.48 -3.76 5.97
*
```

relative energy (zero: lowest compared OMol25 entry of this formula, charge and spin)	41.99	kcal/mol
E_HOMO	-0.1399	Ha
HOMO-LUMO gap	0.193	hartree

=====

# 3
Entry from OMol25: C5H5N as an isolated structure (wB97M-V/def2-TZVPD).

Structure (ORCA input):
```
! wB97M-V def2-TZVPD RIJCOSX def2/J DEFGRID3
* xyz 0 1
C 0.29 -0.35 0.80
C -0.14 1.03 0.21
C -1.40 0.86 0.93
N -0.41 -1.09 -0.35
C 1.00 -0.83 -0.41
C 0.11 0.16 -1.05
H 0.43 -0.64 1.83
H 0.46 1.92 0.44
H -2.05 0.22 0.32
H 1.70 -1.62 -0.61
H 0.00 0.34 -2.11
*
```

relative energy (zero: lowest compared OMol25 entry of this formula, charge and spin)	177.19	kcal/mol
E_HOMO	-0.3132	Ha
HOMO-LUMO gap	0.325	hartree

=====

# 4
Entry from OMol25: a 2-piece molecular cluster, C7H12N2O overall (wB97M-V/def2-TZVPD).

Structure (ORCA input):
```
! wB97M-V def2-TZVPD RIJCOSX def2/J DEFGRID3
* xyz 0 1
C -1.08 -1.44 -1.85
C -0.45 -0.37 -0.98
C -1.31 0.27 0.16
C -0.29 -0.20 1.20
C 0.08 0.52 2.45
N -0.16 -1.65 1.07
C 0.56 -0.80 0.10
C 1.99 -0.80 -0.01
N 3.14 -0.60 -0.02
H -1.51 -2.24 -1.23
H -1.89 -1.00 -2.45
H -0.34 -1.88 -2.54
H -0.01 0.41 -1.60
H -1.36 1.36 0.09
H -2.32 -0.15 0.30
H -0.73 0.42 3.19
H 1.00 0.12 2.89
H 0.22 1.59 2.25
H 0.50 -1.99 1.77
O 1.35 3.13 -1.41
H 0.50 2.76 -1.67
H 2.10 2.56 -1.73
*
```

relative energy (zero: lowest compared OMol25 entry of this formula, charge and spin)	50.41	kcal/mol
E_HOMO	-0.3437	Ha
HOMO-LUMO gap	0.366	hartree

=====

# 5
Entry from OMol25: C9H25Cl2FeN2O2P2 as an isolated structure (wB97M-V/def2-TZVPD).

Structure (ORCA input):
```
! wB97M-V def2-TZVPD RIJCOSX def2/J DEFGRID3
* xyz 2 6
C -0.62 3.58 -3.36
C -0.42 2.61 -2.27
H -1.56 3.38 -3.88
H 0.21 3.51 -4.08
H -0.64 4.60 -2.95
O -1.20 1.79 -1.82
Cl 1.34 3.05 -1.48
Fe 1.04 1.21 -0.49
P 1.01 -0.68 -1.59
C -0.47 -1.74 -1.63
C 1.31 -0.39 -3.37
H 1.33 -1.36 -3.89
H 2.45 -2.61 -1.98
H 2.28 0.12 -3.48
H 3.22 -1.36 -0.93
H -1.32 -1.15 -1.99
H 0.52 0.24 -3.78
C 2.30 -1.90 -1.15
H -0.29 -2.59 -2.30
H 1.97 -2.43 -0.25
H -0.66 -2.09 -0.60
P -0.34 1.46 1.29
C -1.91 0.55 1.41
C 0.39 1.17 2.94
H -0.09 3.87 1.11
H -1.22 3.41 2.42
H -1.75 3.34 0.70
C -0.91 3.20 1.39
H 1.44 1.50 2.92
H -0.18 1.73 3.70
H -2.46 0.87 2.30
H -1.68 -0.53 1.47
H 0.36 0.09 3.15
H -2.50 0.75 0.51
Cl 2.83 0.82 0.68
N -1.64 -3.70 2.57
C -0.42 -3.10 2.32
N 0.56 -3.42 3.22
O -0.26 -2.25 1.44
H -1.65 -4.54 3.13
H -2.32 -3.61 1.84
H 1.49 -3.13 2.97
H 0.46 -4.28 3.76
*
```

expectation value of S²	8.769
E_HOMO (alpha / beta)	-0.5691 / -0.5691	Ha
HOMO-LUMO gap (alpha / beta)	0.295 / 0.251	hartree

=====

# 6
Entry from OMol25: C19H23AsNOPd as an isolated structure (wB97M-V/def2-TZVPD).

Structure (ORCA input):
```
! wB97M-V def2-TZVPD RIJCOSX def2/J DEFGRID3
* xyz -1 3
C -1.57 2.19 0.03
Pd 0.22 -0.31 0.17
N 1.43 -1.74 -0.59
H -0.83 0.16 -0.88
H 2.39 -1.46 -0.50
H -1.38 2.07 -0.97
H -1.56 3.30 -0.05
H -0.59 1.68 0.55
H -2.50 1.52 0.30
H 1.20 -2.53 0.04
H 1.17 -1.97 -1.58
O 1.19 -0.73 1.89
As 0.49 -0.36 3.47
C 1.49 1.18 4.01
C 2.88 1.16 3.87
C 3.65 2.21 4.37
C 3.01 3.31 4.98
C 1.61 3.37 5.03
C 0.84 2.32 4.51
C -1.42 -0.15 3.61
C -1.89 0.41 4.83
C -3.27 0.51 5.05
C -4.17 0.06 4.09
C -3.69 -0.49 2.90
C -2.32 -0.60 2.66
C 1.01 -2.02 4.28
C 2.30 -2.52 4.04
C 2.64 -3.79 4.51
C 1.69 -4.58 5.17
C 0.39 -4.09 5.37
C 0.04 -2.81 4.92
H 3.36 0.32 3.36
H 4.73 2.17 4.30
H 3.61 4.12 5.40
H 1.11 4.23 5.48
H -0.24 2.38 4.51
H -1.19 0.75 5.59
H -3.63 0.94 5.99
H -5.25 0.14 4.27
H -4.41 -0.85 2.14
H -1.93 -1.05 1.73
H 3.01 -1.92 3.49
H 3.66 -4.16 4.34
H 1.96 -5.57 5.53
H -0.36 -4.70 5.88
H -0.97 -2.43 5.05
*
```

expectation value of S²	2.021
relative energy (zero: lowest compared OMol25 entry of this formula, charge and spin)	0.00	kcal/mol
E_HOMO (alpha / beta)	-0.0237 / -0.1388	Ha
HOMO-LUMO gap (alpha / beta)	0.135 / 0.248	hartree

=====

# 7
Entry from OMol25: an isolated ion of composition C4H10N4 and charge +2 (wB97M-V/def2-TZVPD).

Structure (ORCA input):
```
! wB97M-V def2-TZVPD RIJCOSX def2/J DEFGRID3
* xyz 2 1
C 0.96 2.19 0.13
C 0.76 -0.40 0.56
C -1.00 0.88 -0.55
C -1.03 -1.59 -0.44
N -0.17 2.07 -0.52
N -0.33 -0.34 -0.11
N 1.52 1.22 0.78
N 1.45 -1.37 1.07
H 1.46 3.16 0.14
H -1.88 1.05 0.09
H -1.34 0.73 -1.58
H -1.14 -2.22 0.44
H -2.02 -1.36 -0.81
H -0.49 -2.13 -1.22
H -0.56 2.88 -0.99
H 2.40 1.26 1.27
H 1.13 -2.33 0.99
H 2.29 -1.23 1.61
*
```

relative energy (zero: lowest compared OMol25 entry of this formula, charge and spin)	18.33	kcal/mol
E_HOMO	-0.7138	Ha
HOMO-LUMO gap	0.414	hartree

=====

# 8
Entry from OMol25: C32H30Cl2CsF2N8OS as an isolated structure (wB97M-V/def2-TZVPD).

Structure (ORCA input):
```
! wB97M-V def2-TZVPD RIJCOSX def2/J DEFGRID3
* xyz -2 2
Cs 1.57 0.56 0.45
C -3.57 2.46 0.92
N -3.18 1.14 1.41
C -4.14 0.10 1.13
C -3.51 -1.24 1.24
N -2.26 -1.48 1.50
C -2.13 -2.86 1.48
C -1.01 -3.66 1.68
C -1.18 -5.03 1.57
C -2.41 -5.61 1.28
C -3.54 -4.82 1.07
C -3.36 -3.45 1.18
N -4.24 -2.39 1.04
C -2.37 3.33 0.85
N -1.71 3.53 -0.25
C -0.58 4.24 0.12
C 0.52 4.62 -0.64
C 1.56 5.25 0.00
C 1.52 5.51 1.38
C 0.44 5.13 2.16
C -0.60 4.48 1.51
N -1.78 3.91 1.95
H -4.33 2.87 1.59
H -3.99 2.43 -0.10
H -2.28 0.86 1.02
H -4.56 0.20 0.11
H -4.98 0.18 1.83
H -0.04 -3.24 1.92
H -0.32 -5.67 1.73
H -2.49 -6.69 1.19
H -4.50 -5.26 0.83
H -5.20 -2.44 0.76
H 0.56 4.37 -1.70
H 2.46 5.51 -0.55
H 2.38 5.97 1.85
H 0.44 5.29 3.23
H -2.02 3.72 2.90
Cl 4.03 -2.08 1.92
C 2.55 -2.94 2.66
Cl 1.39 -1.51 3.19
H 2.95 -3.18 3.65
H 2.19 -3.92 0.50
N 1.58 -1.29 -3.57
C 0.48 -1.14 -4.44
C 0.50 -1.65 -5.74
C -0.60 -1.46 -6.58
C -1.71 -0.78 -6.13
C -1.77 -0.26 -4.82
C -2.89 0.43 -4.29
C -2.85 0.86 -2.95
C -1.72 0.61 -2.20
N -0.62 -0.01 -2.65
C -0.65 -0.45 -3.96
H 1.92 -2.25 -3.57
H 1.23 -1.03 -2.65
H 1.38 -2.17 -6.10
H -0.58 -1.86 -7.59
H -2.57 -0.63 -6.79
H -3.76 0.60 -4.92
H -3.68 1.40 -2.51
H -1.68 0.97 -1.17
O 2.67 1.86 2.35
N 3.94 1.75 2.59
C 4.30 1.26 3.80
C 5.61 1.11 4.17
C 6.60 1.47 3.25
C 6.22 1.96 2.03
C 4.87 2.11 1.63
S 4.40 2.69 0.11
H 3.45 0.97 4.40
H 5.85 0.68 5.14
H 7.65 1.37 3.50
H 6.96 2.24 1.29
F 2.25 -5.55 -0.68
C 1.82 -4.26 -0.47
F 2.35 -3.51 -1.47
H 0.74 -4.24 -0.55
*
```

expectation value of S²	0.768
relative energy (zero: lowest compared OMol25 entry of this formula, charge and spin)	13.33	kcal/mol
E_HOMO (alpha / beta)	0.0351 / -0.0648	Ha
HOMO-LUMO gap (alpha / beta)	0.099 / 0.199	hartree

=====

| no. | DFT total energy (Ha) |
| --- | --- |
| 1 | -1455.5485 |
| 2 | -2394.7291 |
| 3 | -247.9927 |
| 4 | -458.6085 |
| 5 | -3484.1961 |
| 6 | -3231.2783 |
| 7 | -376.7741 |
| 8 | -3289.1499 |